The following is a quantum chemistry calculation of a molecular structure, C31H35F9N4OP2Pt in a non-equilibrium geometry, from OMol25.

- <S²>: 2.02
- Orbital gap (alpha / beta): 6.172 / 5.362 eV
- Highest occupied orbital energy (alpha / beta): -0.286 / -0.286 Eh
- Energy relative to the best compared isomer or geometry (same formula, charge and spin): 13.6 kcal/mol
- LUMO level (alpha / beta): -0.060 / -0.089 Ha
- Spin multiplicity: 3
- Total energy: -86995.929 eV

Each line ends with the Löwdin charge.
Cartesian coordinates (Å):
Pt1 0.207 1.234 -0.444  0.715
C1 -1.668 1.502 -3.554  -0.090
C2 -1.594 0.164 -3.505  -0.134
C3 -0.678 -0.634 -4.417  -0.162
C4 0.749 -0.033 -4.571  -0.178
C5 1.347 0.555 -3.330  -0.127
C6 0.975 1.743 -2.851  -0.187
C7 0.422 2.824 -3.749  -0.155
C8 -0.852 2.360 -4.473  -0.178
C9 0.956 1.697 1.503  -0.250
H1 -2.459 2.031 -2.999  0.093
H2 -2.316 -0.409 -2.919  0.075
H3 -1.133 -0.707 -5.434  0.133
H4 -0.596 -1.698 -4.104  0.102
H5 1.411 -0.826 -4.959  0.119
H6 0.711 0.653 -5.439  0.107
H7 2.191 0.019 -2.881  0.076
H8 1.203 2.141 -1.811  0.020
H9 1.171 3.173 -4.494  0.136
H10 0.177 3.695 -3.132  0.114
H11 -1.405 3.221 -4.848  0.118
H12 -0.570 1.843 -5.389  0.091
H13 0.259 2.210 2.171  0.001
H14 1.966 2.146 1.699  0.026
H15 1.027 0.659 1.901  -0.042
P1 1.771 -0.568 -0.373  1.038
P2 -1.443 -0.400 -0.081  1.050
N1 3.265 0.441 -0.840  -0.199
N2 2.601 -1.759 0.708  -0.209
N3 -2.822 0.684 -0.514  -0.224
N4 -2.649 -1.398 0.864  -0.215
C10 0.861 -1.779 -1.385  -0.334
C11 -0.707 -1.757 -1.124  -0.310
C12 3.261 1.830 -0.647  -0.209
C13 4.316 2.420 -1.322  -0.074
C14 5.046 1.357 -1.919  -0.076
C15 4.409 0.153 -1.575  -0.134
C16 3.220 -1.479 1.935  -0.104
C17 4.206 -2.427 2.164  -0.066
C18 4.280 -3.268 1.016  -0.079
C19 3.298 -2.847 0.138  -0.161
C20 -2.648 2.048 -0.206  -0.184
C21 -3.591 2.807 -0.889  -0.092
C22 -4.515 1.878 -1.472  -0.071
C23 -3.994 0.598 -1.244  -0.147
C24 -3.707 -2.155 0.362  -0.169
C25 -4.231 -2.939 1.386  -0.080
C26 -3.447 -2.691 2.541  -0.081
C27 -2.511 -1.732 2.203  -0.113
H16 1.188 -2.811 -1.164  0.072
H17 1.053 -1.605 -2.461  0.062
H18 -1.188 -1.682 -2.104  0.035
H19 -1.017 -2.686 -0.592  0.104
H20 2.434 2.341 -0.175  0.034
H21 4.513 3.486 -1.346  0.104
H22 5.910 1.518 -2.545  0.094
H23 4.664 -0.860 -1.824  0.101
H24 2.828 -0.689 2.554  0.102
H25 4.846 -2.505 3.024  0.099
H26 5.004 -4.050 0.840  0.099
H27 2.978 -3.264 -0.801  0.088
H28 -1.885 2.369 0.498  0.077
H29 -3.540 3.897 -0.940  0.106
H30 -5.456 2.096 -1.973  0.103
H31 -4.435 -0.326 -1.556  0.092
H32 -4.024 -2.076 -0.660  0.078
H33 -5.072 -3.607 1.332  0.091
H34 -3.535 -3.135 3.510  0.090
H35 -1.789 -1.215 2.784  0.052
F1 1.337 -1.504 4.720  0.123
C28 0.807 -0.517 5.473  -0.460
F2 0.758 -0.939 6.794  0.098
F3 1.619 0.575 5.395  0.118
C29 -0.691 -0.107 4.868  -0.370
O1 -0.618 0.015 3.587  -0.142
C30 -1.707 -1.221 5.456  -0.479
F4 -1.845 -1.159 6.803  0.132
F5 -2.954 -1.079 4.918  0.115
F6 -1.263 -2.476 5.138  0.123
C31 -1.081 1.334 5.543  -0.479
F7 -0.801 1.340 6.870  0.125
F8 -0.394 2.356 4.964  0.117
F9 -2.411 1.608 5.374  0.121

---

The following is a quantum chemistry calculation of 5 unconnected molecules or ions with the total composition C31H35F9N5O2 in a non-equilibrium geometry, from OMol25.

- Orbital gap: 4.520 eV
- Highest occupied orbital energy: -0.342 Eh
- LUMO level: -0.176 Ha
- Total energy: -68710.361 eV
- Total charge: +1

Each line ends with the Löwdin charge.
Cartesian coordinates (Å):
C1 -0.506 0.803 -1.742  0.043
C2 0.021 2.207 -1.431  -0.499
O1 0.145 2.541 -0.268  0.104
O2 0.401 3.074 -2.420  -0.016
C3 -0.681 3.496 -3.258  -0.133
C4 -1.746 4.295 -2.466  -0.068
C5 -2.995 3.504 -2.237  -0.190
C6 -3.231 2.878 -1.025  0.064
C7 -4.351 2.132 -0.842  0.036
C8 -5.240 2.000 -1.846  -0.212
C9 -6.460 1.152 -1.698  -0.057
C10 -5.981 -0.337 -1.645  -0.037
C11 -7.048 -1.275 -2.188  -0.443
F1 -6.935 -1.385 -3.511  0.153
F2 -8.260 -0.709 -1.961  0.119
C12 -7.097 -2.700 -1.524  -0.374
F3 -7.523 -3.562 -2.461  0.171
F4 -8.000 -2.690 -0.549  0.185
C13 -5.742 -3.217 -1.020  -0.372
F5 -4.781 -2.912 -1.896  0.173
F6 -5.456 -2.690 0.169  0.167
C14 -5.740 -4.790 -0.849  -0.556
F7 -5.420 -5.385 -1.980  0.207
F8 -6.899 -5.224 -0.381  0.204
F9 -4.806 -5.088 0.060  0.181
N1 -5.014 2.636 -2.989  0.186
C15 -3.915 3.376 -3.186  0.023
H1 -1.036 0.505 -0.848  0.090
H2 -1.191 0.821 -2.585  0.075
H3 0.304 0.106 -1.931  0.086
H4 -0.248 4.107 -4.036  0.134
H5 -1.102 2.616 -3.746  0.119
H6 -1.965 5.191 -3.038  0.132
H7 -1.297 4.578 -1.521  0.134
H8 -2.508 2.991 -0.234  0.141
H9 -4.495 1.665 0.114  0.150
H10 -7.159 1.320 -2.509  0.131
H11 -6.890 1.379 -0.732  0.141
H12 -5.698 -0.547 -0.623  0.127
H13 -5.136 -0.410 -2.321  0.134
H14 -5.711 2.537 -3.717  0.195
H15 -3.815 3.858 -4.142  0.164
N2 2.769 2.553 1.335  0.004
C16 2.388 1.605 2.245  -0.143
C17 3.332 1.570 3.236  -0.113
C18 4.321 2.538 2.914  -0.120
C19 3.946 3.129 1.737  -0.137
H16 2.261 2.788 0.504  0.104
H17 1.482 1.040 2.108  0.101
H18 3.317 0.924 4.099  0.087
H19 5.205 2.771 3.484  0.093
H20 4.411 3.905 1.153  0.105
N3 2.905 0.598 -2.921  -0.001
C20 4.154 0.580 -2.355  -0.132
C21 4.797 -0.544 -2.792  -0.100
C22 3.908 -1.235 -3.659  -0.103
C23 2.752 -0.507 -3.721  -0.152
H21 2.204 1.298 -2.779  0.103
H22 4.473 1.367 -1.693  0.105
H23 5.797 -0.840 -2.523  0.095
H24 4.098 -2.159 -4.178  0.095
H25 1.837 -0.679 -4.262  0.101
N4 6.767 0.140 3.227  0.003
C24 6.369 -0.799 4.137  -0.148
C25 7.308 -0.849 5.132  -0.106
C26 8.311 0.104 4.811  -0.108
C27 7.947 0.699 3.632  -0.143
H26 6.265 0.383 2.393  0.132
H27 5.454 -1.350 3.995  0.084
H28 7.278 -1.494 5.994  0.092
H29 9.197 0.327 5.382  0.091
H30 8.425 1.468 3.049  0.105
N5 3.577 -3.792 3.672  0.001
C28 2.693 -3.050 4.409  -0.151
C29 1.859 -3.916 5.062  -0.114
C30 2.258 -5.234 4.710  -0.112
C31 3.320 -5.124 3.854  -0.140
H31 4.302 -3.418 3.089  0.133
H32 2.735 -1.974 4.403  0.094
H33 1.054 -3.638 5.721  0.088
H34 1.816 -6.156 5.048  0.090
H35 3.913 -5.874 3.361  0.106

---

The following is a quantum chemistry calculation of a gas-phase ion, C31H35N2O3 (charge +1) in a non-equilibrium geometry, from OMol25.

- Orbital gap: 7.910 eV
- SMILES string: COc1ccc(C2=C[C@@H]([N@H+]3[C@H](C(C)(C)C)N(C)C(=O)[C@@H]3Cc3ccccc3)c3ccccc3O2)cc1
- Highest occupied orbital energy: -0.404 Eh
- LUMO level: -0.113 Ha
- Total energy: -41829.425 eV
- Total charge: +1

Each line ends with the Löwdin charge.
Cartesian coordinates (Å):
C1 -0.634 -10.133 -0.350  -0.061
O1 0.053 -8.927 -0.719  -0.068
C2 -0.047 -7.877 0.152  -0.235
C3 0.624 -6.678 -0.227  0.025
C4 0.589 -5.561 0.601  -0.006
C5 -0.100 -5.589 1.837  -0.154
C6 -0.117 -4.448 2.751  -0.172
C7 0.413 -3.196 2.526  0.045
C8 0.122 -1.996 3.440  -0.078
N1 -0.711 -0.541 3.194  0.053
C9 -2.138 -0.177 3.483  -0.175
C10 -3.217 -0.806 2.581  -0.537
C11 -3.168 -0.279 1.149  -0.010
C12 -4.568 -0.565 3.219  -0.038
C13 -2.942 -2.303 2.610  -0.024
N2 -2.109 1.296 3.472  -0.022
C14 -3.243 2.160 3.712  -0.012
C15 -0.850 1.829 3.303  -0.285
O2 -0.609 3.111 3.171  0.011
C16 0.158 0.661 3.231  -0.171
C17 1.156 0.933 2.112  -0.076
C18 2.514 0.445 2.514  -0.260
C19 3.167 1.042 3.597  -0.038
C20 4.386 0.522 4.041  -0.062
C21 4.937 -0.601 3.403  -0.074
C22 4.292 -1.168 2.298  -0.070
C23 3.093 -0.624 1.835  -0.058
C24 -0.497 -2.443 4.737  -0.142
C25 -0.330 -1.668 5.891  -0.008
C26 -0.921 -2.090 7.066  -0.049
C27 -1.579 -3.312 7.138  -0.042
C28 -1.612 -4.136 6.056  0.023
C29 -1.018 -3.705 4.885  -0.204
O3 -0.804 -4.664 3.919  0.066
C30 -0.795 -6.756 2.194  0.003
C31 -0.768 -7.887 1.377  0.006
H1 -0.442 -10.801 -1.178  0.094
H2 -0.237 -10.574 0.570  0.100
H3 -1.712 -9.985 -0.243  0.097
H4 1.171 -6.631 -1.159  0.121
H5 1.085 -4.632 0.331  0.107
H6 1.005 -3.075 1.620  0.096
H7 1.019 -1.388 3.536  0.123
H8 -0.670 -1.071 2.241  0.177
H9 -2.314 -0.473 4.528  0.160
H10 -2.173 -0.339 0.691  0.087
H11 -3.838 -0.893 0.535  0.102
H12 -3.522 0.751 1.085  0.086
H13 -4.543 -0.742 4.292  0.100
H14 -4.938 0.435 3.047  0.069
H15 -5.307 -1.241 2.799  0.099
H16 -2.906 -2.683 3.648  0.100
H17 -3.745 -2.836 2.089  0.109
H18 -2.000 -2.585 2.104  0.083
H19 -2.888 3.164 3.982  0.106
H20 -3.867 2.261 2.816  0.094
H21 -3.844 1.751 4.523  0.098
H22 0.646 0.707 4.219  0.155
H23 0.785 0.511 1.172  0.133
H24 1.195 2.038 1.994  0.141
H25 2.721 1.909 4.089  0.127
H26 4.890 0.981 4.897  0.112
H27 5.886 -1.019 3.767  0.112
H28 4.713 -2.045 1.804  0.109
H29 2.598 -1.027 0.953  0.110
H30 0.299 -0.764 5.888  0.131
H31 -0.841 -1.493 7.945  0.107
H32 -2.053 -3.633 8.018  0.106
H33 -1.987 -5.123 6.044  0.124
H34 -1.380 -6.856 3.097  0.119
H35 -1.295 -8.804 1.655  0.109